Molecular formula: C52H87ClN6O12S
Method: DFT, ωB97M-V/def2-TZVPD

Each line ends with the Löwdin charge.
Positions of all 159 atoms, in Å:
H  3.6180  0.9314  -7.2778  0.07
H  -3.7891  -6.4772  0.2814  0.07
O  -0.3935  -5.7822  -4.5119  0.14
O  -1.3571  1.2181  2.8127  -0.17
O  -1.8544  4.3790  6.0554  -0.17
O  -0.0768  -0.0988  -5.1493  0.16
H  6.1201  -2.0757  -8.2476  0.12
C  0.0358  -4.4661  -0.4453  -0.12
C  2.8237  -3.9179  -3.6621  -0.26
H  2.6257  0.3024  -6.0014  0.06
Cl  0.5658  -2.1647  1.7641  0.71
H  -2.8405  3.3824  4.5050  0.07
H  -1.9840  2.9343  -4.2605  0.07
H  -0.0783  6.5337  3.4105  0.10
H  3.9534  2.2948  -4.1384  0.13
H  5.9007  -3.2659  -5.7758  0.12
N  -1.7438  -5.9946  0.4405  -0.10
H  -2.8223  2.6329  6.6157  0.11
H  2.6728  -1.2718  -0.1919  0.07
C  5.2235  -2.6834  -6.3849  -0.11
H  2.7135  4.9612  0.0225  0.09
N  4.6310  2.7598  -2.1907  0.06
H  2.1888  1.3441  3.7779  0.15
N  4.9253  1.9267  -1.1453  0.04
H  5.5439  -0.7341  -7.2987  0.10
C  -0.2841  -4.7914  -1.7593  0.06
H  -1.7533  -0.6315  3.5543  0.12
H  -1.2123  4.0030  4.1111  0.04
C  -0.1622  -2.0837  -8.2447  -0.10
H  -2.9056  -6.5098  -1.2502  0.07
H  3.5898  4.7344  1.5446  0.08
H  -4.8171  0.9217  4.5977  0.11
H  -2.7956  1.2050  -6.2589  0.12
H  1.0873  -5.4245  2.0797  0.10
H  -1.2736  -0.1688  5.8609  0.13
C  2.6368  -0.9742  -7.7642  -0.14
C  1.6953  -3.4943  1.2391  -0.58
C  2.7682  -2.4736  -5.7518  -0.08
C  -2.1331  4.1875  4.6749  -0.08
H  -2.0595  3.5763  7.8813  0.13
C  2.2503  -3.7234  -1.1714  -0.09
C  3.1195  4.2136  0.7024  -0.10
C  1.8226  -4.6482  2.2431  -0.24
C  0.8664  4.2135  5.4831  -0.25
H  -1.2452  -5.1940  -2.0312  0.11
C  0.7354  -2.5270  -7.1046  -0.14
C  3.3969  -1.5873  -0.9401  -0.42
H  -4.2471  1.4292  3.0196  0.12
O  3.9810  -4.2569  -3.6295  0.13
H  -9.3306  3.1094  5.2190  0.08
H  8.9928  -0.3872  -6.8312  0.09
C  4.1636  -1.9899  -5.4777  -0.11
H  3.9230  -3.3553  0.1416  0.10
H  4.2450  -0.9212  -5.5839  0.09
H  -1.7561  -1.6474  -6.9105  0.13
H  -2.3559  0.7162  -4.5875  0.12
H  -0.2426  2.3688  4.8568  0.03
C  2.0218  -2.0231  -6.8650  -0.10
O  7.3282  -1.5470  -6.6591  -0.18
H  -6.5051  1.8718  2.2239  0.12
C  4.7424  0.7196  -1.5544  -0.70
H  1.8345  1.0189  -7.3631  0.07
H  0.6430  4.2876  6.5506  0.11
C  -1.0712  0.1990  3.7641  -0.22
C  4.2635  1.9953  -3.1592  -0.17
N  -0.3386  1.6755  5.5864  -0.04
C  6.0434  -1.7016  -7.2201  -0.26
H  -10.5844  2.3430  6.2296  0.09
H  3.6178  -1.2933  -8.0927  0.10
C  0.4920  5.6205  3.5831  -0.09
H  4.7094  -3.3439  -7.0753  0.12
S  4.9709  -0.7259  -0.6471  1.02
H  3.5217  2.0636  1.7571  0.13
H  0.3939  -1.6156  -9.0435  0.11
H  0.0978  3.5585  5.0539  0.04
H  1.4216  5.6994  3.0129  0.08
C  1.8389  -4.1746  3.6949  -0.11
H  -5.0203  4.1054  5.7891  0.09
C  -0.8595  0.3157  -5.9416  -0.51
C  -1.2491  -1.1467  -7.7334  -0.16
H  -0.4283  2.5643  -4.9390  0.07
C  2.6838  0.4122  -7.0777  -0.07
H  2.9633  4.3332  5.8177  0.12
H  -7.7255  2.1215  4.2104  0.07
H  7.9235  -0.3524  -8.2474  0.09
H  -1.6706  3.2968  -5.9467  0.07
N  -7.5850  1.1893  3.8446  -0.05
C  -0.2157  1.7375  2.1553  -0.11
H  2.0232  -0.8308  -8.6377  0.09
C  -9.5532  2.7072  6.2134  -0.12
H  -2.5670  5.1125  4.2940  0.11
H  4.3613  -3.4005  -1.5343  0.10
H  7.4490  0.5005  -6.7743  0.09
C  2.0241  2.3165  3.3023  -0.20
H  -5.4899  2.4211  6.0874  0.09
N  2.7819  3.3284  4.0249  -0.02
H  -0.7284  1.6128  7.6320  0.13
C  -0.6645  2.3610  6.8351  -0.20
H  3.0143  -1.2902  -1.9117  0.09
H  -0.0905  4.7725  3.2141  0.07
H  -2.3499  1.0801  5.2037  0.10
H  0.3945  0.9367  1.7256  0.07
C  3.5771  -3.1029  -0.8533  -0.19
H  -0.6350  -2.9800  -8.6362  0.12
H  -7.6600  -0.7743  4.5464  0.12
C  0.1756  -3.4669  -6.2438  0.04
C  -2.0167  1.1712  -5.5083  -0.13
C  -7.6019  0.2406  4.9508  -0.22
O  4.3081  0.6893  -2.8380  0.03
H  -1.9839  -0.9987  -8.5218  0.13
H  -6.6960  0.3076  5.5685  0.11
C  -1.4903  2.5770  -5.1559  -0.07
H  0.1791  3.0109  7.0801  0.08
O  2.0417  3.3897  1.1277  -0.18
C  0.8807  -3.8926  -5.1417  -0.08
C  2.4452  2.2326  1.8498  -0.20
H  2.6481  -2.9946  1.2323  0.06
H  -9.4575  3.5136  6.9384  0.09
H  0.9447  2.5228  3.3173  0.00
C  2.2689  3.6240  5.3606  -0.17
H  0.8515  -3.8972  4.0363  0.06
H  2.7872  4.1823  3.4834  0.07
H  -1.1292  -6.6746  0.0203  0.10
C  -5.0528  1.5726  3.7461  -0.23
C  -3.0152  -5.9886  -0.3029  -0.12
H  1.9334  1.3767  1.3951  0.10
O  0.7380  5.5268  4.9741  -0.14
H  4.4403  -2.1968  -4.4561  0.10
O  -4.9793  2.9351  4.1285  -0.20
C  -6.3549  1.1803  3.0565  -0.20
O  -0.7143  0.0968  -7.2831  -0.01
H  -1.7757  -3.8993  0.4785  0.12
H  -0.6923  -4.6345  1.5929  0.07
H  -6.2319  0.1836  2.6209  0.12
H  -3.3630  -4.9798  -0.5059  0.08
C  -1.9253  3.2172  6.8569  -0.20
H  -6.6099  3.5486  5.2722  0.08
C  -8.7873  0.4763  5.8619  -0.22
C  2.1637  -3.3988  -4.8952  -0.02
H  -0.5647  2.3808  1.3487  0.12
H  -0.0499  -0.1739  3.6546  0.08
H  3.8711  3.6283  0.1736  0.05
O  -8.6441  1.6907  6.5883  -0.19
C  -1.0617  -4.7119  0.5842  -0.20
C  0.6358  -4.5680  -2.7666  -0.07
C  0.3018  -4.8565  -4.1818  -0.30
H  2.4891  -3.3106  3.7792  0.07
H  -9.7246  0.4601  5.2988  0.12
H  2.3141  2.7076  5.9579  0.12
C  -1.3256  0.6828  5.1755  -0.19
C  7.9618  -0.3845  -7.1570  -0.11
H  2.2289  -4.9749  4.3129  0.07
C  -5.5637  3.2514  5.3802  -0.09
H  -0.8217  -3.8455  -6.4152  0.13
H  2.7957  -5.0891  2.0336  0.12
H  -8.8244  -0.3332  6.5966  0.12
C  1.3034  -3.9176  -0.1589  -0.14
H  0.4034  2.3379  2.8304  -0.04
C  1.8996  -4.0590  -2.4875  -0.01

Forces on atoms 1 to 2 (eV/Å):
0.01 0.19 -0.26
-0.16 -0.15 0.01

Results
Electronic energy ... -4123.02297 hartree
Maximum force ... 8.7 eV/Å
2S+1 ... 1